# C23H23Cl2IO3PdS

A molecular structure, C23H23Cl2IO3PdS (ωB97M-V/def2-TZVPD, the Open Molecules 2025 dataset).

```
54
Properties=species:S:1:pos:R:3:forces:R:3
Pd -1.61625 -0.52323 -0.14725 -0.476 0.202 -0.166
I -2.27524 -3.34119 -0.06258 -0.021 -0.187 0.009
C -1.63365 -3.45056 -2.06254 0.064 0.040 -0.114
C -1.66410 -4.69601 -2.63018 -0.071 -0.048 0.131
C -1.23984 -4.88811 -3.95916 0.029 0.021 -0.067
C -0.78452 -3.82227 -4.67525 -0.010 -0.040 -0.007
C -0.73898 -2.52521 -4.10534 0.033 -0.015 -0.084
C -0.23222 -1.45060 -4.87014 0.001 0.036 0.010
C -0.16595 -0.20424 -4.31360 0.001 -0.028 -0.093
C -0.62022 0.01552 -3.00124 -0.098 0.086 0.155
C -1.14503 -0.97238 -2.17867 0.146 -0.099 0.019
C -1.17800 -2.28852 -2.76411 -0.067 0.033 0.088
H -2.01153 -5.54063 -2.04958 0.001 0.003 0.001
H -1.26911 -5.88083 -4.39477 -0.002 -0.005 0.001
H -0.43624 -3.94779 -5.69645 -0.007 0.000 -0.002
H 0.10581 -1.64157 -5.88422 0.008 0.000 0.002
H 0.23782 0.62569 -4.88674 0.006 0.001 -0.006
H -0.54772 1.02429 -2.60955 0.029 -0.002 0.002
Cl 7.23765 1.49972 0.74072 0.099 -0.024 0.015
C 5.50431 1.70364 0.54907 -0.065 0.037 -0.005
C 4.99955 2.96158 0.20309 -0.035 0.036 -0.028
C 3.65127 3.13269 0.07047 0.048 0.024 0.040
Cl 3.04212 4.71661 -0.34074 0.009 0.048 -0.005
C 2.65692 2.08691 0.28453 -0.062 -0.022 -0.056
O 1.44136 2.31172 0.24320 -0.029 0.016 0.043
C 3.26196 0.80006 0.57281 0.098 0.015 0.110
C 2.49084 -0.43502 0.73217 0.030 -0.204 -0.084
O 1.37682 -0.70732 0.35304 0.166 0.229 0.159
C 4.64322 0.65303 0.73581 -0.083 0.018 0.011
H 5.66947 3.79754 0.04906 0.005 0.000 -0.006
H 3.09331 -1.22034 1.25687 -0.012 -0.065 -0.048
H 5.03419 -0.32387 1.00085 -0.002 -0.016 -0.001
C -1.58265 3.56482 1.24543 0.014 0.037 -0.035
C -2.88923 2.85378 0.91905 -0.104 0.048 -0.020
C -3.29074 1.75215 1.88635 0.023 -0.007 -0.060
S -2.38685 0.17663 1.76607 0.320 -0.193 -0.091
O -3.24654 -0.72605 2.59852 -0.176 -0.048 0.161
C -0.96222 0.57344 2.81631 0.001 0.183 -0.007
C -0.18981 -0.68980 3.18468 0.024 -0.015 -0.022
C -0.77284 -1.44520 4.37397 -0.015 -0.007 0.030
H -1.48254 4.47273 0.64640 -0.003 0.011 0.011
H -0.71036 2.95548 1.01918 0.056 -0.066 -0.006
H -1.54834 3.85399 2.30090 0.021 0.004 0.002
H -2.84120 2.42240 -0.08541 0.044 -0.018 0.016
H -3.70705 3.58586 0.91544 0.009 -0.021 -0.023
H -4.30403 1.40521 1.67400 -0.005 0.024 -0.010
H -3.25917 2.06973 2.93383 0.035 0.000 0.002
H -1.31509 1.10831 3.70568 -0.014 -0.028 0.016
H -0.34078 1.23342 2.20843 0.035 0.002 0.004
H 0.84372 -0.39968 3.39834 -0.004 -0.021 -0.010
H -0.14333 -1.33494 2.30231 -0.001 0.027 0.012
H -0.72755 -0.83848 5.28442 -0.002 0.012 0.002
H -0.21574 -2.36702 4.55919 0.020 -0.002 0.006
H -1.81567 -1.69609 4.18735 -0.005 -0.011 -0.005
```
Positions in Å, forces in eV/Å.

The energy above the lowest of the compared OMol25 structures with the same formula, charge and spin is 0.0 kcal per mole. For the highest occupied orbital energy, the calculation gives -0.20 eV. As for the net charge: -2. As for the total energy: -2860.0942 a.u. For the frontier orbital gap, the calculation gives 0.1654 Ha. Its spin multiplicity is 1.

=====

# C2H3NOS

2 unconnected molecules or ions with the total composition C2H3NOS in a non-equilibrium geometry (ωB97M-V/def2-TZVPD, the Open Molecules 2025 dataset).

```
8
Properties=species:S:1:pos:R:3:forces:R:3
N -3.98869 1.15421 -1.74496 0.003 -0.123 0.215
C -3.47345 0.27669 -1.21006 0.357 -0.487 -0.444
C -2.71745 -0.88878 -0.63526 0.396 3.355 2.662
O -2.02541 -0.64257 0.34700 -1.085 -1.397 -2.123
H -2.96306 -1.80947 -1.09890 0.281 -1.359 -0.309
S 1.38710 0.05458 0.98350 0.032 1.209 0.719
H 1.36300 1.14120 1.87164 0.016 -1.104 -1.009
H 1.40153 0.84702 -0.10899 -0.001 -0.095 0.288
```
Positions in Å, forces in eV/Å.

The energy above the lowest of the compared OMol25 structures with the same formula, charge and spin is 36.6 kcal per mole. For the highest occupied orbital energy, the calculation gives -9.65 eV. As for the total energy: -606.1290 a.u. For the frontier orbital gap, the calculation gives 0.3226 Ha. Its SMILES is N#CC=O.S. Its spin multiplicity is 1.